[1]
C10H15N5O4 | the ωB97M-V functional and the def2-TZVPD basis

Its HOMO-LUMO gap is 9.445 eV. Its charge is 0. The value obtained for the energy above the lowest of the compared OMol25 structures with the same formula, charge and spin is 826.6 kJ/mol.

Element x y z (Å)
C -3.23 0.63 -0.75
N 1.60 0.70 0.61
H 2.35 -3.58 0.47
O 2.17 -0.58 -1.39
H 1.15 -2.54 1.15
C 3.29 -0.86 1.82
O 0.22 -1.24 1.29
H -1.16 1.29 0.81
H 2.59 -0.76 2.60
C 0.40 -0.17 0.58
C -4.60 0.40 -0.49
C -4.22 2.74 -1.09
H 3.66 1.14 0.89
H -2.06 -0.88 0.82
H -0.60 1.23 -2.05
C -0.80 0.66 -0.02
O 4.45 -0.95 -0.96
H -4.56 4.01 -0.98
N 2.16 -2.64 0.78
O 4.44 -3.14 1.14
C 3.44 -2.28 1.27
N -3.02 2.07 -1.01
H -6.28 1.92 -0.98
H -1.19 2.23 -1.13
N -5.22 1.71 -0.89
H -5.42 -0.52 -0.19
N -0.39 1.60 -1.04
H 1.75 1.27 -0.30
H -1.79 -1.04 -1.02
C -1.94 -0.20 -0.19
C 3.37 -0.45 -0.73
H 2.23 -1.24 -2.22
H 4.16 -0.73 2.49
C 3.05 0.21 0.71

[2]
C11H14ClN3O2S2 | the ωB97M-V functional and the def2-TZVPD basis

Its HOMO-LUMO gap is 8.523 eV. Its charge is 0. The value obtained for the energy above the lowest of the compared OMol25 structures with the same formula, charge and spin is 48.4 kJ/mol.

Element x y z (Å)
H 2.08 0.40 1.47
C 3.13 1.25 -0.23
C 0.72 1.82 0.49
N -4.07 -1.29 -2.29
H 1.05 2.80 0.84
C -3.32 -0.58 -1.45
Cl 2.72 -0.87 -2.50
S -3.59 -2.83 -2.18
H 2.84 1.91 -1.06
N -2.38 -2.69 -1.09
O 3.92 -1.26 0.02
H -1.08 2.22 1.54
H 0.79 -1.15 2.30
H 0.52 -1.84 0.18
H -2.46 2.42 -0.15
C -2.35 -1.40 -0.77
C -3.37 0.82 -1.21
H -0.31 0.79 2.19
C -1.50 0.53 0.34
S 3.92 -0.22 -0.95
C -0.40 -1.78 0.79
H 3.83 1.73 0.47
N -0.14 -1.57 2.23
H -0.06 -2.47 2.69
C -2.49 1.35 -0.35
C -1.40 -0.82 0.16
H 1.46 -0.06 -0.18
H -4.08 1.47 -1.72
H 0.38 1.93 -0.56
C -0.55 1.30 1.25
H -0.85 -2.78 0.70
C 1.83 0.75 0.46
O 5.22 0.11 -1.43